20
Properties=species:S:1:pos:R:3:forces:R:3 method="wB97M-V/def2-TZVPD" largest_force_ev_per_a=3.32 e_above_lowest_ev=3.371 homo_lumo_gap_ev="3.72 / 7.75" multiplicity=2 e_lumo_ev="0.220 / 0.078" homo_ev="-3.5040 / -7.6711"
H 0.913203 -3.009403 -0.280365 0.14 0.24 0.17
H -0.880305 -1.479226 2.610884 0.88 0.57 -0.86
O -0.411476 2.169122 -2.807024 2.02 2.62 -0.33
H 0.490995 1.212495 0.503856 -0.35 0.76 2.35
H -0.931166 0.628747 2.615200 0.34 0.52 -0.03
H 1.551349 -3.649336 1.235302 0.08 0.24 0.02
H 1.353495 0.443112 -0.569879 -0.47 0.21 -0.45
N 0.554518 1.081752 -0.456003 1.57 0.13 -2.91
C -0.706702 0.598274 -1.000145 -1.97 -1.14 -1.25
H -1.457548 0.792367 -0.237172 -0.20 0.08 0.60
H -0.674416 -0.475934 -1.179008 0.07 -0.13 0.54
C 0.915479 -1.519582 1.309214 -2.43 -0.63 1.81
H 1.808914 -1.016290 1.044321 0.54 0.92 -0.34
C -0.045305 -0.922594 2.102489 1.43 -2.04 -2.10
C 0.824108 -2.951031 0.811415 -1.19 -0.32 0.50
H 0.741868 1.943408 -1.026030 -0.10 -0.06 0.04
C -1.090838 1.242290 -2.335702 -0.97 -2.21 0.68
H -0.194317 -3.367940 1.023795 0.82 0.31 -0.03
H -1.988077 0.851268 -2.852968 0.31 -0.13 0.46
O -0.088034 0.439670 2.179581 -0.51 0.06 1.12

***

21
Properties=species:S:1:pos:R:3:forces:R:3 method="wB97M-V/def2-TZVPD" largest_force_ev_per_a=3.97 e_above_lowest_ev=2.706 smiles=CNCCCCN homo_lumo_gap_ev=9.66 e_lumo_ev=1.061 homo_ev=-8.6020
C -1.397862 0.182335 -0.677820 1.23 -0.04 -1.69
C -0.079021 1.730950 -2.352246 0.06 -1.34 2.21
H 1.226675 -0.820338 -0.564695 -0.79 0.41 2.19
H 0.710015 -1.889614 3.707818 1.62 -1.43 0.61
H 1.840732 0.335236 0.514064 0.25 -0.18 1.15
H -0.007530 1.651064 -3.446283 0.36 1.03 0.44
H -1.282253 0.038013 -2.798172 -0.53 0.12 -0.49
H -0.706676 0.683606 1.347094 -0.18 -0.08 0.17
H -2.282369 0.830431 -0.493301 0.64 0.23 -0.24
N 0.664352 -1.148093 3.052678 -0.73 0.03 -2.98
H 0.243595 -2.220133 1.134983 -1.27 -1.27 -0.05
H -0.637056 2.656123 -1.888072 0.73 -1.62 -1.32
H 1.961875 -2.108624 1.550188 -1.16 0.61 0.02
H 0.955508 1.687711 -1.796142 -1.70 0.39 -1.56
C 0.953471 -1.593787 1.582490 2.97 2.61 0.42
N -0.712785 0.379653 -2.057827 -0.29 1.02 2.41
H -0.327573 -1.264801 3.007240 -1.45 1.28 0.00
C -0.270613 0.523624 0.362779 -0.78 -0.41 0.12
C 1.001164 -0.358488 0.514667 -0.10 -1.49 -2.18
H 0.021382 1.532965 0.044453 0.14 -0.27 0.27
H -1.875030 -0.827834 -0.743896 0.97 0.41 0.51

***

13
Properties=species:S:1:pos:R:3:forces:R:3 method="wB97M-V/def2-TZVPD" largest_force_ev_per_a=0.33 e_above_lowest_ev=2.226 homo_lumo_gap_ev=10.89 e_lumo_ev=1.143 homo_ev=-9.7462
C 0.662890 0.364164 -1.038401 0.11 -0.16 0.01
H -2.423653 -0.385856 0.380441 0.15 0.00 -0.03
C 1.508719 -0.645916 -0.854338 -0.07 0.10 -0.05
C -1.338273 -0.524221 0.412698 -0.19 -0.23 -0.15
C -0.473762 0.672113 -0.095908 -0.01 0.04 -0.06
H 0.789001 1.018353 -1.898733 -0.04 -0.11 0.08
H -1.056566 1.533447 -0.437504 0.11 -0.11 0.08
C -0.110187 0.677468 1.367303 0.07 -0.04 0.23
H 1.433073 -1.308671 0.006965 -0.04 0.10 -0.11
H -1.076634 -1.494475 -0.018429 -0.02 0.13 0.07
N -0.789065 -0.325365 1.781885 0.11 0.28 -0.09
H 2.307257 -0.856272 -1.557582 -0.07 0.08 0.07
H 0.570434 1.297465 1.954305 -0.10 -0.08 -0.04

***

78
Properties=species:S:1:pos:R:3:forces:R:3 method="wB97M-V/def2-TZVPD" largest_force_ev_per_a=2.75 charge=+2 homo_lumo_gap_ev=7.70 e_lumo_ev=-5.331 homo_ev=-13.0264
H 0.273842 -2.340528 -5.141436 -0.07 -0.02 0.08
H -2.583659 3.213091 0.698160 -0.07 0.06 0.09
C -0.218925 1.538373 5.143920 0.06 0.06 0.12
C -0.161970 0.836749 3.973498 0.02 -0.08 -0.18
C 2.306842 -0.717155 -3.590638 -0.08 0.12 0.05
O 0.985013 -2.366116 0.545975 0.57 -0.15 0.30
C -1.892359 2.706323 1.367372 0.00 -0.08 0.00
H 1.207904 4.569798 0.443344 0.01 0.02 0.17
C -0.035909 3.658408 -0.877551 -0.13 -0.14 -0.11
H -1.355429 4.338752 2.577808 0.09 0.12 -0.05
C -2.680814 3.240243 -5.185557 0.02 0.07 -0.17
C 3.427643 -0.980339 2.800130 0.11 -0.04 -0.04
F -0.706983 0.487869 -4.004383 0.11 -0.14 0.08
H -3.416388 -0.139210 0.457307 0.01 0.05 -0.02
H -0.504881 -2.394425 2.670983 0.07 0.00 0.01
F -4.042705 4.737350 -4.000162 -0.02 -0.02 0.02
H 2.996071 1.224453 6.204855 -0.03 0.03 -0.06
F -3.532642 3.476720 -1.697014 -0.06 0.04 0.08
S -1.933505 1.089772 -1.216853 -0.03 -0.21 -0.04
F -2.931735 3.873670 -6.317150 0.01 0.03 -0.04
H -2.730509 3.557494 3.115615 -0.11 -0.02 0.02
C -2.988695 2.997471 -2.829154 0.00 0.07 0.08
H 4.289655 -0.182680 4.581237 -0.04 0.00 -0.03
H -2.162422 -2.833809 4.388589 -0.01 0.02 -0.05
N -1.811901 3.435210 2.692960 -0.08 -0.14 -0.20
P -0.198740 2.660889 0.666788 0.73 0.45 0.47
C 2.238205 -1.024522 2.067302 0.10 -0.14 0.10
C -2.421370 -2.220144 3.534255 0.05 -0.07 0.00
H -4.120987 -3.576087 -1.698427 -0.01 -0.01 -0.12
O 0.385800 1.271906 0.473905 -0.11 -0.29 0.02
C -2.158695 1.884993 -2.767516 0.20 -0.19 -0.11
H -0.624790 -3.478655 -4.106665 0.02 0.06 0.00
C -1.483602 -1.952142 2.548313 -0.06 0.00 -0.03
H -2.262566 1.700722 1.552979 -0.08 -0.04 0.03
H -1.040898 0.603508 3.376487 0.02 0.05 0.09
C -3.699662 -1.701450 3.416323 -0.06 0.02 0.02
H -1.161598 1.931814 5.512386 0.00 -0.05 -0.02
C 1.069431 0.269877 3.554340 -0.24 -0.03 0.04
C -3.638423 -3.220875 -0.799710 0.08 -0.03 0.41
H 0.875716 2.274646 6.863677 -0.01 -0.03 -0.02
H 3.074029 -0.411422 -2.882996 0.00 -0.01 -0.01
C -1.574794 1.506046 -3.969855 -0.01 0.09 0.08
N 1.078357 4.640627 -0.600926 -0.10 -0.17 -0.08
C 1.969237 -1.526291 0.679830 0.91 -0.41 0.20
H 0.857617 5.593302 -0.875548 -0.06 0.10 -0.07
N 1.113603 -0.441711 2.395946 0.17 -0.17 -0.03
H 2.730129 -1.406474 -4.320066 0.01 0.02 0.02
F -1.224266 1.758138 -6.277209 0.00 -0.03 0.00
Br -4.974036 -2.026385 4.761681 -0.03 -0.01 0.03
H 1.950116 4.374639 -1.053271 0.04 -0.04 -0.07
H 1.903718 0.150780 -4.108674 0.02 -0.01 0.00
H -5.062949 -0.583347 2.193158 0.07 -0.02 0.01
H 0.202708 3.028810 -1.728578 0.05 0.05 -0.06
C -3.093144 -0.701629 1.325694 0.03 0.03 0.08
C -1.820459 2.159590 -5.162582 0.01 -0.04 -0.05
H 2.745938 -3.332483 -1.707365 -0.01 -0.02 0.00
H -1.267990 -1.845672 -4.403920 0.03 -0.05 0.01
Sb 0.753660 -1.752899 -2.582627 0.36 -0.51 -1.16
C -0.364177 -2.431673 -4.260063 -0.05 0.00 -0.01
Hf -0.134827 -0.739471 0.000003 -1.71 2.14 -0.26
C 0.940731 1.713283 5.940788 -0.04 0.00 0.00
H 1.985732 -4.059905 -3.138791 0.01 0.01 -0.01
H -0.957728 4.197588 -1.086808 0.03 0.05 -0.05
C -3.253713 3.670418 -4.004725 -0.14 0.14 0.08
C 3.404218 -0.259736 3.960391 -0.01 0.02 0.10
Cl -2.057083 -2.544420 -1.348540 0.06 -0.15 -0.36
O 2.301734 -0.799711 -0.269926 0.03 -0.12 0.24
H 4.315309 -1.489245 2.448415 -0.04 0.04 0.03
C 2.120056 1.138395 5.571846 0.05 -0.04 0.01
C -1.762858 -1.156734 1.420212 -0.62 -0.14 0.50
C 2.213179 0.389230 4.369439 0.03 0.03 0.00
Cl -3.424355 -4.532626 0.331410 0.01 0.03 0.02
C 1.797142 -3.561103 -2.190043 0.01 0.06 0.05
H 1.209927 -4.209268 -1.544345 -0.02 -0.01 0.00
C -4.049534 -0.953145 2.303465 0.00 0.03 -0.05
O 0.548896 3.553284 1.641309 -0.08 -0.17 -0.22
H -4.179464 -2.415671 -0.322522 -0.03 0.08 -0.01
H -1.202323 2.918126 3.337997 0.06 -0.12 0.07